# 1
Formula: C6H15O2
Source: the Open Molecules 2025 dataset
Level of theory: ωB97M-V with the def2-TZVPD basis set

Each line ends with the Mulliken charge.
Atoms and positions in Å:
C (1.327, 2.293, -0.472)  -0.4260
O (0.695, 2.979, 0.502)  -0.3593
C (1.673, 0.814, -0.224)  -0.5230
C (0.472, -0.138, -0.397)  -0.8062
C (-0.557, -0.031, 0.751)  0.9543
C (-1.917, -0.560, 0.312)  -1.5812
C (-0.058, -0.796, 1.980)  -1.5310
H (2.219, 2.847, -0.819)  0.3805
H (0.679, 2.325, -1.377)  0.2654
H (2.434, 0.555, -0.959)  0.3448
H (2.045, 0.681, 0.794)  0.2450
H (0.872, -1.149, -0.368)  0.3408
H (-0.036, 0.109, -1.328)  0.3111
H (-0.621, 1.016, 1.036)  0.2124
H (-2.158, -0.287, -0.717)  0.4303
H (-2.738, -0.235, 0.953)  0.3890
H (-1.933, -1.656, 0.366)  0.2863
H (0.927, -0.445, 2.288)  0.3766
H (0.032, -1.862, 1.738)  0.3593
H (-0.727, -0.649, 2.832)  0.3793
H (-1.352, -2.720, -1.411)  0.3042
H (-0.301, -3.744, -1.824)  0.3187
O (-1.148, -3.357, -2.104)  -0.6711

Forces on atoms 1 to 2 (eV/Å):
C 0.1234 -0.7593 -0.5104
O -0.0076 0.1140 0.1444

Its HOMO energy (alpha / beta) is -10.49 / -10.01 eV. The expectation value of S² is 0.7542. The multiplicity is 2. The frontier orbital gap (alpha / beta) is 11.287 / 8.514 eV. The relative energy (zero: lowest compared OMol25 entry of this formula, charge and spin) is 0.000 eV. The LUMO energy (alpha / beta) comes out at 0.80 / -1.49 eV. As for the total energy: -388.003112 Eh.

# 2
Formula: C23H23BePSb
Source: the Open Molecules 2025 dataset
Level of theory: ωB97M-V with the def2-TZVPD basis set

Each line ends with the Mulliken charge.
Atoms and positions in Å:
C (-2.728, -0.102, -3.206)  -1.1458
C (-2.662, 1.128, -3.918)  -0.2634
C (-3.112, 2.200, -3.032)  -0.7122
C (-3.277, 1.594, -1.730)  -0.4886
C (-2.794, 0.169, -1.747)  0.1084
Be (-1.131, -1.868, -0.904)  0.1054
P (0.110, -2.324, -2.784)  -0.1765
H (-2.553, -1.147, -3.565)  0.3921
H (-2.289, 1.201, -4.966)  0.3189
H (-3.266, 3.264, -3.330)  0.3301
H (-3.045, -0.647, -0.900)  0.2701
H (-3.687, 2.114, -0.848)  0.3470
H (1.573, -2.079, -2.948)  0.0696
H (-0.378, -2.462, -4.181)  0.1131
H (0.052, -3.706, -2.328)  0.0318
C (3.451, -3.041, 0.537)  -0.4992
C (2.137, -3.465, 0.802)  -0.6931
C (1.100, -2.528, 0.814)  -0.6804
C (1.383, -1.194, 0.559)  0.5822
C (2.694, -0.747, 0.294)  -0.6459
C (3.719, -1.692, 0.305)  -0.4450
Sb (-0.297, 0.098, 0.280)  0.9622
C (-1.088, -0.127, 2.261)  0.2530
C (-2.441, -0.458, 2.446)  -0.4470
C (-2.869, -1.055, 3.647)  -0.4776
C (-1.956, -1.278, 4.690)  -0.4330
C (-0.614, -0.882, 4.530)  -0.6282
C (-0.190, -0.296, 3.328)  -0.2142
C (0.758, 2.015, -0.231)  -0.1700
C (1.179, 2.859, 0.796)  -0.2698
C (2.028, 3.928, 0.488)  -0.4547
C (2.427, 4.166, -0.827)  -0.4607
C (1.942, 3.348, -1.848)  -0.4104
C (1.078, 2.282, -1.557)  -0.3690
H (4.259, -3.777, 0.534)  0.3376
H (1.908, -4.505, 0.981)  0.4009
H (0.066, -2.874, 0.968)  0.3866
H (2.881, 0.300, 0.059)  0.3072
H (4.744, -1.360, 0.125)  0.3554
H (-3.158, -0.305, 1.634)  0.3331
H (-3.915, -1.356, 3.776)  0.3520
H (-2.283, -1.752, 5.627)  0.3232
H (0.100, -1.039, 5.346)  0.3479
H (0.860, -0.024, 3.202)  0.3343
H (0.870, 2.676, 1.825)  0.3630
H (2.384, 4.568, 1.286)  0.3618
H (3.103, 4.989, -1.056)  0.3484
H (2.244, 3.532, -2.871)  0.3774
H (0.685, 1.658, -2.362)  0.2719

Forces on atoms 1 to 2 (eV/Å):
C 1.6697 -0.1645 1.8240
C -0.7087 -0.1614 0.4441

Its HOMO energy is -1.86 eV. The frontier orbital gap is 4.593 eV. The relative energy (zero: lowest compared OMol25 entry of this formula, charge and spin) is 0.772 eV. The total charge is -1. The LUMO energy comes out at 2.73 eV. As for the total energy: -1486.337591 Eh.

# 3
Formula: C3H7N3
Source: the Open Molecules 2025 dataset
Level of theory: ωB97M-V with the def2-TZVPD basis set

Each line ends with the Mulliken charge.
Atoms and positions in Å:
H (1.347, -0.892, -1.520)  0.2827
N (1.841, -0.483, -0.719)  -0.6500
C (0.961, -0.346, 0.209)  0.6658
C (1.299, 0.179, 1.568)  -1.0165
N (-0.329, -0.685, -0.065)  -0.6084
C (-1.019, 0.241, -0.633)  0.0179
N (-2.327, 0.090, -0.965)  -0.3917
H (2.270, -0.212, 1.884)  0.3327
H (0.538, -0.118, 2.295)  0.3314
H (1.352, 1.271, 1.529)  0.2333
H (-0.614, 1.234, -0.902)  0.2797
H (-2.659, -0.867, -0.901)  0.2619
H (-2.661, 0.589, -1.781)  0.2612

Forces on atoms 1 to 2 (eV/Å):
H 0.3236 0.1783 0.0245
N -0.1421 -0.0116 0.8245

Its HOMO energy is -9.20 eV. The frontier orbital gap is 10.102 eV. The relative energy (zero: lowest compared OMol25 entry of this formula, charge and spin) is 0.252 eV. The LUMO energy comes out at 0.90 eV. As for the total energy: -282.764999 Eh.

# 4
Formula: H42O21
Source: the Open Molecules 2025 dataset
Level of theory: ωB97M-V with the def2-TZVPD basis set

Each line ends with the Mulliken charge.
Atoms and positions in Å:
O (2.463, -3.592, 2.352)  -0.6179
H (2.506, -2.826, 1.771)  0.2871
H (1.996, -3.303, 3.159)  0.3347
O (-3.123, 0.815, -3.460)  -0.5734
H (-2.256, 0.740, -3.889)  0.2758
H (-3.843, 0.645, -4.058)  0.2638
O (-2.633, -1.065, 4.940)  -0.6482
H (-2.779, -0.113, 4.744)  0.3365
H (-1.668, -1.049, 4.973)  0.4085
O (2.319, -3.504, -1.915)  -0.6907
H (2.813, -3.159, -2.664)  0.2912
H (2.676, -3.050, -1.130)  0.4110
O (-0.324, 3.162, 0.435)  -0.7113
H (-0.376, 2.276, 0.866)  0.4685
H (0.627, 3.129, 0.265)  0.3779
O (-0.930, 2.845, -3.612)  -0.6193
H (-1.114, 2.127, -4.222)  0.2428
H (-1.646, 3.020, -2.995)  0.3858
O (0.380, -2.728, 3.987)  -0.7258
H (-0.382, -2.128, 3.833)  0.3886
H (0.969, -1.958, 3.903)  0.3683
O (-0.103, -0.075, 4.312)  -0.6997
H (-0.779, -0.325, 3.661)  0.3079
H (0.469, 0.433, 3.722)  0.2963
O (0.450, 0.774, -1.778)  -0.2506
H (-0.275, 1.199, -2.264)  0.3374
H (0.059, -0.016, -1.379)  0.0728
O (-0.205, -3.493, -1.290)  -0.6060
H (-0.596, -4.241, -0.840)  0.2811
H (0.665, -3.758, -1.665)  0.3658
O (0.962, 3.573, -1.784)  -0.6166
H (0.629, 2.663, -1.751)  0.2672
H (0.100, 3.975, -1.890)  0.3163
O (-0.762, 0.753, 1.598)  -0.7409
H (-1.392, 1.354, 2.020)  0.3246
H (-1.032, 0.182, 0.879)  0.1692
O (-2.958, 0.613, 2.918)  -0.6674
H (-3.731, 1.173, 2.773)  0.3084
H (-3.249, -0.168, 2.398)  0.3227
O (2.402, 1.188, -3.448)  -0.6708
H (2.290, 0.993, -2.515)  0.2400
H (2.062, 2.098, -3.392)  0.3594
O (5.019, 0.440, -1.111)  -0.5743
H (4.873, 1.228, -1.652)  0.2946
H (5.291, -0.163, -1.818)  0.2980
O (-3.966, -0.999, 0.020)  -0.5641
H (-3.335, -1.699, 0.220)  0.2792
H (-4.291, -1.264, -0.848)  0.3017
O (3.741, 1.800, 1.500)  -0.6080
H (3.418, 1.201, 2.184)  0.2942
H (3.854, 1.244, 0.722)  0.3129
O (3.442, -2.015, 0.101)  -0.6033
H (4.345, -1.652, 0.052)  0.2637
H (3.177, -1.320, 0.728)  0.2733
O (-0.892, -0.339, -4.458)  -0.5913
H (-1.180, -1.175, -4.826)  0.2821
H (-0.087, -0.459, -3.945)  0.2966
O (-2.781, 4.307, 0.137)  -0.6373
H (-2.660, 5.208, -0.177)  0.3323
H (-1.844, 4.049, 0.253)  0.4074
O (-2.494, -2.250, 1.947)  -0.5626
H (-2.427, -3.180, 2.195)  0.2706
H (-1.883, -2.144, 1.209)  0.2633

Forces on atoms 1 to 2 (eV/Å):
O 0.0911 0.1977 0.5049
H 0.0080 -0.3504 0.0640

Its HOMO energy is -10.85 eV. The frontier orbital gap is 10.222 eV. The relative energy (zero: lowest compared OMol25 entry of this formula, charge and spin) is 7.401 eV. The LUMO energy comes out at -0.63 eV. As for the total energy: -1605.152138 Eh.

# 5
Formula: C45H40AsIN5PS5SiV
Source: the Open Molecules 2025 dataset
Level of theory: ωB97M-V with the def2-TZVPD basis set

Each line ends with the Mulliken charge.
Atoms and positions in Å:
V (0.576, -0.523, -0.035)  -0.4153
I (1.599, 2.174, -3.035)  0.0939
C (-0.296, 2.672, -3.761)  0.0303
C (-0.441, 2.460, -5.104)  -0.4882
C (-1.577, 2.932, -5.791)  -0.8177
C (-2.492, 3.675, -5.115)  -0.8755
C (-2.363, 3.904, -3.721)  1.1214
C (-3.317, 4.723, -3.079)  -1.0499
C (-3.229, 4.935, -1.736)  -1.3142
C (-2.255, 4.247, -0.995)  0.0142
C (-1.321, 3.390, -1.530)  0.5650
P (-0.527, 2.184, 0.146)  2.5913
C (0.131, 3.851, 0.666)  0.6236
C (1.089, 4.478, -0.129)  0.1927
C (1.637, 5.696, 0.230)  -0.8245
C (1.204, 6.349, 1.378)  -0.8946
C (0.226, 5.759, 2.158)  -1.0316
C (-0.293, 4.518, 1.803)  0.0328
C (-2.285, 1.785, 0.562)  -0.2899
C (-2.571, 1.448, 1.881)  -0.3584
C (-3.803, 0.880, 2.202)  0.0603
C (-4.743, 0.632, 1.220)  -1.2971
C (-4.462, 0.968, -0.100)  -1.2220
C (-3.251, 1.548, -0.419)  0.3706
C (-1.299, 3.313, -2.963)  0.0648
H (0.340, 1.951, -5.650)  0.3599
H (-1.686, 2.735, -6.850)  0.3895
H (-3.346, 4.106, -5.625)  0.3377
H (-4.102, 5.174, -3.676)  0.3123
H (-3.940, 5.578, -1.228)  0.3929
H (-2.306, 4.353, 0.086)  -0.0378
H (1.411, 4.007, -1.046)  -0.2497
H (2.398, 6.143, -0.399)  0.4312
H (1.622, 7.310, 1.655)  0.3383
H (-0.137, 6.254, 3.049)  0.3937
H (-1.059, 4.079, 2.422)  -0.1588
H (-1.507, 0.604, 3.462)  0.5610
H (-3.993, 0.544, 3.213)  0.3944
H (-5.660, 0.115, 1.469)  0.3317
H (-5.167, 0.725, -0.884)  0.4084
H (-3.035, 1.778, -1.454)  0.0739
C (-1.681, -1.801, -4.830)  -0.7726
C (-1.960, -0.809, -3.900)  -0.8862
C (-1.031, -0.489, -2.924)  0.5328
C (0.182, -1.171, -2.848)  -0.4643
C (0.466, -2.161, -3.789)  -0.7337
C (-0.462, -2.468, -4.770)  -0.5911
N (1.068, -0.852, -1.810)  1.2625
N (2.390, -1.056, -2.151)  -0.9441
C (3.134, -1.012, -1.079)  0.0427
C (4.565, -1.136, -1.153)  -0.8356
C (5.297, -1.208, -0.018)  -0.2229
C (4.640, -1.150, 1.248)  -0.9346
C (3.291, -0.968, 1.265)  -0.6653
N (2.527, -0.833, 0.151)  0.5269
H (-2.409, -2.057, -5.589)  0.3867
H (-2.903, -0.279, -3.929)  0.5110
H (-1.235, 0.307, -2.215)  0.5718
H (1.415, -2.675, -3.727)  0.4676
H (-0.237, -3.247, -5.490)  0.3484
H (5.009, -1.188, -2.137)  0.4465
H (6.374, -1.315, -0.067)  0.3690
H (5.183, -1.248, 2.177)  0.4751
H (2.755, -0.915, 2.206)  0.4245
S (-5.206, -2.933, -0.187)  -0.5088
As (-3.555, -2.998, 1.107)  0.4065
S (-0.209, -2.728, 0.236)  -0.4369
S (-1.939, -1.558, 0.233)  0.2107
S (-3.879, -2.636, 3.161)  -0.4947
N (2.255, 2.051, 1.728)  -0.3317
C (1.208, 1.497, 2.510)  0.5136
N (0.565, 0.179, 2.163)  1.9751
C (0.366, -0.561, 3.375)  -1.6444
C (-0.359, -1.734, 3.472)  -0.3374
C (-0.503, -2.352, 4.710)  -0.9758
C (0.068, -1.808, 5.848)  -0.5526
C (0.781, -0.617, 5.767)  -0.5411
C (0.918, -0.007, 4.534)  1.7551
S (1.758, 1.493, 4.232)  -0.5384
H (2.006, 2.118, 0.746)  0.0400
H (3.084, 1.472, 1.814)  0.4145
H (-0.829, -2.154, 2.598)  -0.0057
H (-1.111, -3.243, 4.769)  0.4368
H (-0.057, -2.295, 6.807)  0.3672
H (1.214, -0.164, 6.650)  0.4044
C (-3.487, 3.759, 3.809)  -1.3130
Si (-2.010, 2.725, 4.345)  0.8306
C (-2.518, 1.572, 5.738)  -1.2441
C (-0.773, 3.950, 5.081)  -1.2656
C (-1.467, 1.558, 2.920)  0.6515
C (-0.198, 1.542, 2.092)  -1.4149
H (-3.702, 4.510, 4.572)  0.4531
H (-4.378, 3.151, 3.658)  0.3619
H (-3.287, 4.277, 2.869)  0.3136
H (-2.993, 2.127, 6.551)  0.4168
H (-1.630, 1.074, 6.137)  0.2573
H (-3.201, 0.790, 5.407)  0.3249
H (-0.785, 3.840, 6.168)  0.3802
H (-1.075, 4.971, 4.846)  0.3071
H (0.249, 3.809, 4.744)  0.3087

Forces on atoms 1 to 2 (eV/Å):
V -0.7815 0.2408 1.0742
I 0.0369 -0.0796 0.0404

Its HOMO energy (alpha / beta) is -1.86 / -1.88 eV. The expectation value of S² is 3.9346. The multiplicity is 4. The frontier orbital gap (alpha / beta) is 5.722 / 5.462 eV. The relative energy (zero: lowest compared OMol25 entry of this formula, charge and spin) is 2.507 eV. The total charge is -2. The LUMO energy (alpha / beta) comes out at 3.86 / 3.58 eV. As for the total energy: -8111.952068 Eh.

# 6
Formula: C12H66O21
Source: the Open Molecules 2025 dataset
Level of theory: ωB97M-V with the def2-TZVPD basis set

Each line ends with the Mulliken charge.
Atoms and positions in Å:
O (-2.194, 5.238, 1.969)  -0.6223
H (-1.708, 5.354, 1.152)  0.2799
H (-2.979, 4.754, 1.715)  0.3910
O (-0.689, 0.828, -2.409)  -0.5077
H (-1.305, 1.514, -2.152)  0.0969
H (-0.323, 0.513, -1.583)  0.2640
O (-2.747, 0.210, 0.524)  -0.2197
H (-2.296, 0.885, 1.032)  0.1482
H (-2.047, -0.367, 0.217)  -0.0751
O (6.255, 0.054, -0.149)  -0.6209
H (6.732, -0.776, -0.146)  0.3065
H (5.543, -0.076, 0.478)  0.3737
O (-3.237, 1.982, 4.051)  -0.6926
H (-3.233, 2.911, 3.821)  0.2500
H (-4.145, 1.799, 4.293)  0.2867
O (-1.523, 3.293, -1.308)  -0.5525
H (-1.524, 4.224, -1.089)  0.2076
H (-2.441, 3.030, -1.246)  0.0625
O (2.029, 2.398, 3.083)  -0.5339
H (2.955, 2.311, 3.307)  0.2493
H (1.976, 3.218, 2.592)  0.2887
O (4.007, -0.419, 1.860)  -0.6226
H (4.094, -0.280, 2.803)  0.3323
H (3.430, 0.287, 1.566)  0.3403
O (-1.127, 1.797, 2.463)  -0.7623
H (-1.872, 1.829, 3.062)  0.3701
H (-0.366, 1.974, 3.016)  0.1114
O (2.174, 4.700, 0.883)  -0.6309
H (3.048, 5.037, 0.687)  0.2904
H (1.938, 4.183, 0.113)  0.4169
O (-4.598, 1.859, -1.181)  -0.5877
H (-4.584, 1.060, -0.654)  0.2083
H (-5.302, 1.716, -1.814)  0.2504
O (-5.379, 0.221, 1.232)  -0.6690
H (-5.296, 0.288, 2.183)  0.2485
H (-4.477, 0.167, 0.915)  0.5270
O (1.514, 2.899, -1.405)  -0.6856
H (1.689, 3.236, -2.284)  0.1604
H (0.593, 3.105, -1.248)  0.2328
O (-0.079, 0.660, 0.183)  0.8405
H (0.875, 0.693, 0.111)  0.1589
H (-0.280, 1.193, 0.951)  -0.2021
O (2.667, 0.812, -0.104)  -0.6053
H (3.559, 0.581, -0.360)  0.2602
H (2.491, 1.633, -0.563)  0.3188
O (-4.356, 3.765, 1.582)  -0.5659
H (-5.143, 3.903, 2.108)  0.2530
H (-4.680, 3.659, 0.687)  0.2642
O (4.127, 1.913, -3.987)  -0.6802
H (4.098, 2.658, -4.587)  0.2901
H (3.225, 1.592, -3.959)  0.4936
C (0.064, 1.494, -5.794)  -1.4891
C (1.073, 2.208, -4.932)  0.8315
C (0.571, 3.486, -4.278)  -1.1562
O (1.509, 1.302, -3.939)  -0.6811
H (0.437, 0.513, -6.090)  0.3326
H (0.082, 2.197, -6.627)  0.4598
H (-0.923, 1.520, -5.334)  0.2619
H (1.865, 2.523, -5.612)  0.4076
H (1.339, 4.087, -3.790)  0.2500
H (-0.072, 3.259, -3.428)  0.0922
H (-0.072, 4.078, -4.930)  0.4655
H (0.789, 1.164, -3.321)  0.3444
C (-1.438, -2.921, -2.696)  -1.4432
C (-1.741, -3.375, -1.216)  2.1203
C (-3.209, -3.856, -1.023)  -1.4061
O (-0.850, -4.312, -0.738)  -0.6103
H (-0.422, -2.542, -2.808)  0.3394
H (-2.007, -2.073, -3.077)  0.3297
H (-1.553, -3.856, -3.245)  0.4070
H (-1.490, -2.566, -0.530)  -0.9373
H (-3.354, -4.820, -1.511)  0.3604
H (-3.953, -3.135, -1.361)  0.3547
H (-3.337, -4.113, 0.028)  0.3429
H (-0.820, -4.372, 0.220)  0.1184
C (0.743, -1.144, 3.927)  -0.9867
C (-0.377, -2.065, 3.267)  -0.1283
C (-0.227, -2.369, 1.797)  0.3935
O (-0.303, -3.245, 4.058)  -0.5392
H (0.937, -1.547, 4.921)  0.4906
H (0.297, -0.151, 3.864)  0.1631
H (1.653, -1.071, 3.331)  -0.0534
H (-1.396, -1.740, 3.478)  0.5541
H (0.805, -2.503, 1.474)  0.1391
H (-0.688, -1.503, 1.323)  -0.4235
H (-0.815, -3.271, 1.625)  -0.0852
H (-1.174, -3.340, 4.449)  0.3264
C (2.902, -4.213, 2.000)  -1.5466
C (1.865, -5.211, 1.352)  2.5347
C (2.464, -5.873, 0.150)  -1.4197
O (1.757, -6.181, 2.369)  -0.6282
H (3.816, -4.794, 2.126)  0.4554
H (2.559, -3.812, 2.953)  0.3252
H (3.140, -3.404, 1.309)  0.3190
H (0.971, -4.620, 1.154)  -1.1755
H (1.718, -6.588, -0.197)  0.3526
H (3.403, -6.407, 0.294)  0.3678
H (2.603, -5.114, -0.620)  0.3563
H (1.771, -5.737, 3.220)  0.3769

Forces on atoms 1 to 2 (eV/Å):
O 0.6303 0.4895 0.2006
H 0.3065 0.1047 0.0256

Its HOMO energy is -9.53 eV. The frontier orbital gap is 9.138 eV. The LUMO energy comes out at -0.40 eV. As for the total energy: -2076.793299 Eh.

Q: Among the records above, which one has the highest total energy?
A: C3H7N3

Q: Among the records above, which one has the lowest total energy?
A: C45H40AsIN5PS5SiV

Q: total energy of number 5 (C45H40AsIN5PS5SiV)?
A: -8111.952068 Eh

Q: Look up the total energy of the second one.
A: -1486.337591 Eh